one | The following is a quantum chemistry calculation of a molecular structure, C5H10NO7S2, from OMol25.

Atoms and positions in Å:
C1 -3.5862 2.2774 2.3106
C2 -2.6239 0.9674 2.4208
O1 -1.4285 1.1116 1.6153
S1 -1.6948 0.7393 0.0012
O2 -2.9395 -0.0692 -0.2510
O3 -1.7486 1.9545 -0.9007
N1 -0.3620 -0.2681 -0.4795
S2 1.0338 0.7037 -0.7619
O4 1.0243 1.3484 -2.1473
O5 1.2527 1.7843 0.2839
C3 2.5574 -0.4006 -0.7172
C4 2.2778 -1.5742 -1.7822
C5 2.9252 -2.9868 -1.3677
O6 3.4145 -3.2023 -0.2257
O7 2.9449 -3.9836 -2.4196
H1 -2.9998 3.1122 2.8598
H2 -3.7196 2.6363 1.2358
H3 -4.5620 2.1541 2.8946
H4 -3.1882 -0.0122 2.2767
H5 -2.2655 0.9654 3.5217
H6 2.6597 -0.8041 0.3450
H7 3.4225 0.2913 -0.9979
H8 2.7076 -1.2233 -2.7925
H9 1.1473 -1.7337 -1.9707
H10 3.7510 -3.7877 -2.9515

HOMO in eV: -5.420
Total charge: -1
2S+1: 1

Mulliken population analysis, charges in e, atoms 1 to 4: -0.75 -0.42 -0.20 0.98

---

two | The following is a quantum chemistry calculation of 2 unconnected molecules or ions with the total composition C5H10NO7S2, from OMol25.

Atoms and positions in Å:
C1 1.4651 -0.5928 -1.6381
C2 -0.2787 0.8409 1.2679
C3 -1.1923 1.8824 -0.8097
C4 -2.5608 1.6761 1.2658
C5 0.3406 -1.3973 -1.0921
N1 -1.4168 1.2739 0.5250
O1 1.1006 -1.7910 -2.2665
O2 4.2220 -1.9404 0.5503
O3 1.4499 0.5038 -2.1718
O4 -0.8244 -2.3863 0.9824
O5 2.6622 -0.8141 -0.8662
O6 2.5627 -3.2744 -0.6530
O7 1.7279 -1.7810 1.1114
S1 0.3892 -2.5805 0.2363
S2 2.8849 -2.0395 0.0347
H1 -0.3373 -0.0831 1.6884
H2 0.4144 0.5800 0.4987
H3 0.0760 1.5146 1.9792
H4 -0.1255 1.6514 -1.0447
H5 -1.8677 1.4925 -1.4963
H6 -1.3377 3.0037 -0.8549
H7 -2.5025 2.6807 1.5778
H8 -3.4409 1.7022 0.6001
H9 -2.7428 0.9509 1.9568
H10 -0.6680 -1.0727 -1.3814

HOMO in eV: -4.954
Total charge: -1
2S+1: 1

Mulliken population analysis, charges in e, atoms 1 to 4: 0.87 -1.13 -0.91 -1.19

---

Sorted by energy, starting with the most stable: one, two.

---

one | The following is a quantum chemistry calculation of 4 unconnected molecules or ions with the total composition C2H12O3S, from OMol25.

Atoms and positions in Å:
C1 -0.5676 -2.5346 1.0667
S1 0.1444 -0.6121 0.6254
C2 0.9442 -1.5844 -1.1006
H1 -0.9796 -2.9584 0.1635
H2 0.4051 -2.8967 1.4045
H3 -1.2705 -2.2445 1.8431
H4 1.6725 -0.8233 -1.4049
H5 0.1660 -1.7997 -1.8113
H6 1.3623 -2.5090 -0.7068
H7 -0.7786 1.2665 -2.1779
H8 -0.5058 0.0325 -1.4409
O1 -0.6208 0.3300 -2.3757
H9 -0.8506 1.2474 1.8447
H10 -0.0144 1.9874 2.8990
O2 -0.3520 2.0585 1.9969
H11 -0.0600 2.6123 -0.0357
H12 0.9970 1.7008 -0.5705
O3 0.4176 2.4129 -0.8501

HOMO in eV: -9.409
2S+1: 1
Structure (SMILES): CSC.O.O.O

Mulliken population analysis, charges in e, atoms 1 to 4: -0.84 -0.15 -1.15 0.26

---

two | The following is a quantum chemistry calculation of 4 unconnected molecules or ions with the total composition C2H12O3S, from OMol25.

Atoms and positions in Å:
C1 -2.0477 -1.3643 -1.8163
C2 -0.6801 -0.8463 -1.3763
S1 -0.5022 -0.6720 0.4428
H1 -2.3507 -0.9042 -2.7544
H2 -2.7917 -1.0935 -1.0689
H3 -2.0521 -2.4411 -1.8981
H4 0.1094 -1.5449 -1.6498
H5 -0.4090 0.1051 -1.8244
H6 -0.5455 0.6584 0.5685
H7 4.3394 -0.8547 0.3689
H8 3.2662 0.2374 0.6240
O1 4.1658 0.0876 0.3052
H9 -1.8131 1.0585 3.6285
H10 -2.0527 1.6393 5.0540
O2 -2.2613 1.7511 4.1208
H11 1.1795 1.4064 -1.2013
H12 2.5960 1.1787 -0.9939
O3 1.8497 1.5985 -0.5292

HOMO in eV: -9.235
2S+1: 1
Structure (SMILES): CCS.O.O.O

Mulliken population analysis, charges in e, atoms 1 to 4: -1.01 -0.31 -0.19 0.32

---

three | The following is a quantum chemistry calculation of 4 unconnected molecules or ions with the total composition C2H12O3S, from OMol25.

Atoms and positions in Å:
C1 -0.6665 -1.2411 2.9021
S1 -0.8899 -0.6953 1.1958
C2 -2.6937 -0.8391 1.1469
H1 -1.1830 -0.4875 3.5028
H2 -0.9894 -2.2573 3.0661
H3 0.4211 -1.1474 3.0585
H4 -2.9960 -1.8498 1.3964
H5 -3.0388 -0.6489 0.1464
H6 -3.1347 -0.1321 1.8358
H7 1.7381 0.9153 -0.2967
H8 2.2698 0.7017 1.1345
O1 2.5377 0.7178 0.2103
H9 2.8860 0.7690 -3.8513
H10 2.4289 0.5172 -5.2749
O2 2.1300 0.4490 -4.3603
H11 0.5363 2.4902 -2.1216
H12 0.2934 0.9942 -2.1485
O3 0.3506 1.7440 -1.5423

HOMO in eV: -8.442
2S+1: 1
Structure (SMILES): CSC.O.O.O

Mulliken population analysis, charges in e, atoms 1 to 4: -0.83 0.01 -0.89 0.28

---

Sorted by energy, starting with the most stable: three, two, one.

---

one | The following is a quantum chemistry calculation of CHF3N2O in the gas phase, from OMol25.

Atoms and positions in Å:
C1 0.7572 1.0299 0.2026
N1 0.2178 -0.1635 -0.2724
N2 -0.4779 -0.9592 0.5028
O1 0.8154 1.3400 1.3694
F1 -0.0400 -0.0474 -1.6927
F2 -0.3189 -2.2494 0.0582
F3 -1.8163 -0.6525 0.3798
H1 0.8628 1.7021 -0.5477

HOMO in eV: -11.520
2S+1: 1
Structure (SMILES): O=CN(F)N(F)F

Mulliken population analysis, charges in e, atoms 1 to 4: 0.06 0.28 0.22 -0.43

---

two | The following is a quantum chemistry calculation of 2 unconnected molecules or ions with the total composition CHF3N2O, from OMol25.

Atoms and positions in Å:
C1 -0.7978 -0.8588 -0.6369
N1 -0.5645 0.3824 -0.1112
N2 1.2741 1.0126 0.6810
O1 -0.3886 -1.8411 -0.0608
F1 -0.7711 1.4476 -0.9842
F2 1.9415 -0.2093 0.5936
F3 0.8481 1.0105 1.9901
H1 -1.5417 -0.9440 -1.4715

HOMO (spin up / spin down) in eV: -10.807 / -11.271
2S+1: 1

Mulliken population analysis, charges in e, atoms 1 to 4: 0.14 0.07 0.24 -0.40

---

Sorted by energy, starting with the most stable: one, two.

---

one | The following is a quantum chemistry calculation of a gas-phase ion, C10H11NOP (charge +1), from OMol25.

Atoms and positions in Å:
C1 -2.6341 -0.6180 -0.5024
C2 -1.9681 0.5708 -0.6965
C3 -2.0483 -1.8862 -0.2833
C4 -0.5510 0.4890 -0.8258
C5 -0.6341 -1.9398 -0.1917
C6 0.0848 -0.7486 -0.2042
C7 0.4573 1.6158 -0.5342
C8 0.2502 2.0653 0.9710
C9 1.7486 0.8328 -0.3583
C10 0.5015 1.2270 1.9563
N1 1.3569 -0.4751 0.0476
O1 2.8697 1.1521 -0.3350
P1 2.5656 -1.7973 0.5036
H1 -3.6550 -0.5871 -0.6263
H2 -2.3707 1.5093 -0.8871
H3 -2.6559 -2.7813 -0.3401
H4 -0.4935 0.0571 -1.9393
H5 -0.1609 -2.7991 0.0750
H6 0.3573 2.4439 -1.3322
H7 -0.0094 3.1199 1.0981
H8 0.7389 0.1651 1.8790
H9 0.3229 1.5625 3.0034
H10 3.5102 -0.9652 0.2554
H11 2.4172 -2.2128 -0.7328

HOMO in eV: -13.355
Total charge: +1
2S+1: 1
Structure (SMILES): C=C[C@H]1C(=O)[N+](P)=C2C=CC=C[C@H]21

Mulliken population analysis, charges in e, atoms 1 to 4: -0.57 -0.78 -0.33 0.60

---

two | The following is a quantum chemistry calculation of a gas-phase ion, C10H11NOP (charge +1), from OMol25.

Atoms and positions in Å:
C1 2.9338 -0.0288 1.0464
P1 1.9735 1.5450 0.9978
O1 2.4487 2.1802 -0.4580
C2 0.2246 1.0425 0.6815
C3 -0.7142 1.8304 1.2863
C4 -2.0999 1.5954 1.1725
C5 -2.5729 0.5363 0.4570
C6 -1.6510 -0.3132 -0.1910
C7 -2.1071 -1.4250 -0.9387
C8 -1.2032 -2.2214 -1.5663
N1 0.1192 -1.9331 -1.4886
C9 0.6043 -0.9078 -0.7949
C10 -0.2600 -0.0633 -0.1028
H1 3.3151 -0.2394 0.0437
H2 3.8021 0.1151 1.6744
H3 2.3598 -0.8971 1.3600
H4 1.8658 1.9104 -1.1775
H5 -0.3891 2.6749 1.8760
H6 -2.7776 2.2736 1.6657
H7 -3.6364 0.3789 0.3885
H8 -3.1592 -1.6377 -1.0114
H9 -1.5167 -3.0829 -2.1287
H10 0.7674 -2.5404 -1.9715
H11 1.6730 -0.7928 -0.8203

HOMO in eV: -12.076
Total charge: +1
2S+1: 1
Structure (SMILES): CP(O)c1cccc2cc[nH+]cc12

Mulliken population analysis, charges in e, atoms 1 to 4: -1.08 0.20 -0.48 0.01

---

Sorted by energy, starting with the most stable: two, one.

---

one | The following is a quantum chemistry calculation of a molecular structure, C21H32N5OsS, from OMol25.

Atoms and positions in Å:
Os1 -0.4900 1.2247 -0.3516
C1 -2.2374 -0.9372 -1.8653
N1 -2.1497 -0.0884 -0.6518
C2 -3.2383 0.9438 -0.6730
C3 -2.2767 -0.8339 0.6130
C4 -3.1815 -1.8514 0.7832
C5 -3.3855 -2.3879 2.0575
C6 -2.7177 -1.8659 3.1582
C7 -1.7873 -0.8547 2.9971
C8 -1.5137 -0.3702 1.7140
N2 -0.5382 0.5932 1.3949
C9 0.5028 1.0677 2.2145
C10 1.0267 0.4027 3.3278
C11 2.0738 0.9690 4.0300
C12 2.6166 2.1819 3.6240
C13 2.1450 2.8241 2.4776
C14 1.1131 2.2663 1.7653
N3 0.5677 2.8671 0.5370
C15 -0.5301 3.8216 0.9145
C16 1.5872 3.6274 -0.2460
H1 -3.2317 -1.3685 -1.9787
H2 -2.0361 -0.3167 -2.7366
H3 -1.4988 -1.7328 -1.7989
H4 -4.2192 0.4690 -0.7311
H5 -3.2115 1.5373 0.2464
H6 -3.1114 1.5845 -1.5487
H7 -3.7686 -2.2209 -0.0478
H8 -4.1085 -3.1824 2.1912
H9 -2.9311 -2.2410 4.1499
H10 -1.3230 -0.4255 3.8701
H11 0.6691 -0.5722 3.6175
H12 2.4813 0.4540 4.8896
H13 3.4293 2.6249 4.1848
H14 2.6044 3.7510 2.1620
H15 -0.1271 4.6517 1.4958
H16 -0.9815 4.2186 0.0039
H17 -1.2790 3.3114 1.5214
H18 1.8565 4.5469 0.2709
H19 2.4782 3.0225 -0.3910
H20 1.1573 3.8910 -1.2095
C17 0.8005 -3.4083 -1.6161
N4 1.2534 -2.0792 -1.1658
C18 1.5080 -1.9552 0.2776
C19 1.3626 -1.0453 -1.9860
S1 1.4083 0.6209 -1.3101
N5 1.5585 -1.1641 -3.2875
C20 2.2883 -2.3118 -3.8717
C21 1.3376 -0.0618 -4.2412
H21 0.0827 -3.7773 -0.8847
H22 1.6246 -4.1169 -1.6774
H23 0.3136 -3.3331 -2.5835
H24 1.7241 -2.9478 0.6654
H25 0.6320 -1.5640 0.7991
H26 2.3705 -1.3217 0.4683
H27 2.7998 -2.8712 -3.0971
H28 3.0359 -1.9046 -4.5498
H29 1.6225 -2.9624 -4.4351
H30 0.4744 0.5300 -3.9586
H31 1.1487 -0.5046 -5.2157
H32 2.2187 0.5754 -4.3124

HOMO (spin up / spin down) in eV: -17.911 / -17.900
Total charge: +3
2S+1: 1

Mulliken population analysis, charges in e, atoms 1 to 4: 1.25 -1.15 0.36 -0.98

---

two | The following is a quantum chemistry calculation of a molecular structure, C21H32N5OsS, from OMol25.

Atoms and positions in Å:
Os1 -0.8117 0.9214 0.0053
C1 -0.9381 -0.0717 -2.8679
N1 -1.5879 -0.3125 -1.5282
C2 -3.0582 0.0539 -1.6007
C3 -1.4783 -1.6964 -1.0569
C4 -1.6834 -2.7657 -1.8889
C5 -1.6570 -4.0517 -1.3481
C6 -1.4644 -4.2367 0.0195
C7 -1.2728 -3.1542 0.8550
C8 -1.2454 -1.8621 0.3125
N2 -0.9823 -0.6655 1.0136
C9 -0.7553 -0.4693 2.4007
C10 -0.3014 -1.4310 3.3072
C11 -0.1180 -1.0794 4.6314
C12 -0.3603 0.2225 5.0576
C13 -0.7556 1.2010 4.1466
C14 -0.9239 0.8466 2.8342
N3 -1.3697 1.7987 1.8022
C15 -2.8788 1.8510 1.7736
C16 -0.8184 3.1981 1.9898
H1 -1.5013 -0.5687 -3.6565
H2 -0.9458 0.9964 -3.0628
H3 0.0780 -0.4544 -2.8440
H4 -3.5192 -0.5439 -2.3859
H5 -3.5392 -0.1780 -0.6523
H6 -3.1579 1.1100 -1.8459
H7 -1.8958 -2.6280 -2.9436
H8 -1.8198 -4.9066 -1.9951
H9 -1.4734 -5.2346 0.4388
H10 -1.1800 -3.3269 1.9110
H11 -0.0331 -2.4229 2.9916
H12 0.2326 -1.8258 5.3335
H13 -0.2266 0.4859 6.0998
H14 -0.9236 2.2171 4.4818
H15 -3.2226 2.2352 2.7328
H16 -3.1974 2.5239 0.9771
H17 -3.2793 0.8491 1.6315
H18 -1.3211 3.6861 2.8222
H19 0.2473 3.1446 2.1796
H20 -1.0186 3.7634 1.0857
C17 3.2295 -1.1691 -2.1531
N4 2.7787 -0.3441 -0.9932
C18 2.8157 -1.0753 0.3049
C19 2.2864 0.8781 -1.1136
S1 1.3182 1.5333 0.2786
N5 2.5401 1.6868 -2.1165
C20 3.8423 1.6737 -2.8580
C21 1.7361 2.8953 -2.4221
H21 2.8458 -2.1738 -1.9902
H22 4.3125 -1.2207 -2.2217
H23 2.8122 -0.7790 -3.0742
H24 3.4945 -1.9137 0.1777
H25 1.8265 -1.4520 0.5641
H26 3.1941 -0.4410 1.1005
H27 4.5719 1.0738 -2.3355
H28 4.1965 2.7007 -2.8747
H29 3.7151 1.3268 -3.8781
H30 0.6810 2.7155 -2.2809
H31 1.9072 3.1330 -3.4660
H32 2.0534 3.7332 -1.8058

HOMO (spin up / spin down) in eV: -17.926 / -17.736
Total charge: +3
2S+1: 1

Mulliken population analysis, charges in e, atoms 1 to 4: 1.31 -1.02 0.24 -0.93

---

Sorted by energy, starting with the most stable: one, two.